Density functional theory data (the ωB97M-V functional and the def2-TZVPD basis) for 2 unconnected molecules or ions with the total composition C5H13N2.

Structure (ORCA input):
```
! wB97M-V def2-TZVPD RIJCOSX def2/J DEFGRID3
* xyz 1 1
N 2.2125 -1.1612 -3.3239
N 0.9960 -1.2598 -0.2373
C -0.1929 -0.6665 -0.1167
C -2.3042 2.2322 1.3216
C -2.1181 0.7612 0.5945
C -0.7652 0.1162 0.9582
C 1.8834 -1.2404 0.9086
H -0.8722 -0.6114 -0.9784
H -2.8817 0.0757 0.6597
H -2.0718 0.9123 -0.4874
H 2.2154 -0.1593 -3.3066
H -1.8293 2.2020 2.3409
H -0.4402 -0.0489 1.9828
H 1.7351 -1.5440 -2.5196
H -1.6555 2.9700 0.8595
H 2.6290 -0.4371 0.7023
H 2.4221 -2.2517 0.9665
H -3.3943 2.6222 1.3090
H 1.1867 -1.0645 1.7640
H 3.2452 -1.4470 -3.3977
*
```

## Properties
ΔE to the lowest compared entry with this formula, charge and spin = 139.0 kcal/mol
Gap between HOMO and LUMO = 4.5 eV
Highest occupied orbital energy = -12.474 eV

Löwdin atomic charge list, values in e, 6 entries:
1. N 0.00
2. N 0.09
3. C -0.10
4. C -0.04
5. C -0.14
6. C 0.17